[1]
A molecular structure, C3H8CsO3S in a non-equilibrium geometry, computed with ωB97M-V/def2-TZVPD.

Properties
HOMO-LUMO gap: 10.7 eV
Spin multiplicity: 1
ΔE to the lowest compared entry with this formula, charge and spin: 78.77 kJ/mol
Charge: +1

Geometry as XYZ:
```
16
Properties=species:S:1:pos:R:3:nbo_charge:R:1
Cs 2.350 1.981 -3.169 1.00
O 0.116 0.430 -2.003 -1.04
S -1.109 0.271 -1.214 2.34
O -2.416 -0.007 -1.734 -0.84
O -0.663 -0.772 -0.067 -0.73
C 0.755 -0.883 0.368 -0.06
C 0.758 -1.748 1.617 -0.63
C -1.165 1.835 -0.137 -0.83
H 1.156 0.076 0.694 0.18
H 1.403 -1.354 -0.371 0.20
H 0.514 -2.801 1.474 0.23
H 0.084 -1.360 2.380 0.23
H 1.780 -1.811 1.991 0.23
H -0.184 2.071 0.274 0.23
H -1.796 1.453 0.666 0.25
H -1.582 2.619 -0.769 0.25
```

[2]
A single C3H8F2N2 molecule in a non-equilibrium geometry, computed with ωB97M-V/def2-TZVPD.

Properties
SMILES: CC(F)(F)C(N)N
HOMO-LUMO gap: 10.5 eV
Spin multiplicity: 1
ΔE to the lowest compared entry with this formula, charge and spin: 77.96 kJ/mol
Charge: 0

Geometry as XYZ:
```
15
Properties=species:S:1:pos:R:3:nbo_charge:R:1
C -1.226 -1.430 0.316 -0.71
C -0.855 0.027 -0.012 0.67
F -1.695 0.874 0.677 -0.36
F -1.141 0.380 -1.328 -0.37
C 0.688 0.415 0.323 0.06
N 1.503 -0.565 -0.432 -0.82
N 0.944 1.767 0.069 -0.87
H -2.232 -1.751 -0.078 0.24
H -1.301 -1.561 1.457 0.24
H -0.249 -2.079 -0.043 0.26
H 0.864 0.068 1.316 0.20
H 1.085 -0.642 -1.407 0.35
H 2.350 -0.178 -0.566 0.36
H 0.645 2.602 0.566 0.40
H 0.621 2.074 -0.858 0.37
```

[3]
A single C3H8F2N2 molecule in a non-equilibrium geometry, computed with ωB97M-V/def2-TZVPD.

Properties
SMILES: NC[C@H](N)C(F)F
HOMO-LUMO gap: 10.5 eV
Spin multiplicity: 1
ΔE to the lowest compared entry with this formula, charge and spin: 50.59 kJ/mol
Charge: 0

Geometry as XYZ:
```
15
Properties=species:S:1:pos:R:3:nbo_charge:R:1
N -2.130 -0.513 0.218 -0.82
C -0.915 0.203 0.699 -0.23
C 0.231 0.153 -0.283 -0.13
N 0.754 -1.232 -0.419 -0.85
C 1.339 1.003 0.143 0.56
F 2.312 1.071 -0.836 -0.35
F 1.834 0.561 1.366 -0.35
H -2.508 -0.096 -0.631 0.35
H -1.799 -1.435 0.044 0.35
H -0.517 -0.339 1.563 0.22
H -1.196 1.242 0.951 0.19
H -0.245 0.473 -1.295 0.18
H 1.672 -1.269 -0.865 0.38
H 0.166 -1.814 -0.999 0.36
H 1.002 1.995 0.343 0.13
```

In order of appearance, calculated total energy = -20760.31447 -11655.33506 -11655.61869 eV.
In order of appearance, E_LUMO = -0.13601 0.03826 0.03225 Eh.
In order of appearance, HOMO energy = -14.38 -9.46 -9.59 eV.